117
Properties=species:S:1:pos:R:3 method="wB97M-V/def2-TZVPD" e_above_lowest_ev=2.581 charge=+2 spin_multiplicity=2 orbital_gap_ev="6.3 / 5.7" molar_mass_g_mol=1432.53
Ir 0.065 0.881 0.287
Te 3.091 -2.551 -1.626
C 3.795 -2.112 -3.604
C 4.467 -0.954 -3.957
C 4.861 -0.805 -5.282
N 4.629 -1.725 -6.208
C 4.004 -2.841 -5.863
C 3.565 -3.086 -4.565
C 1.601 -1.094 -1.508
P 0.138 -1.448 -0.507
C 0.469 -3.008 0.358
C 0.384 -4.228 -0.319
C 0.651 -5.403 0.360
C 0.985 -5.378 1.708
C 1.064 -4.169 2.384
C 0.808 -2.985 1.710
C -1.167 -1.946 -1.667
C -0.942 -2.142 -3.023
C -1.983 -2.569 -3.836
C -3.236 -2.814 -3.294
C -3.463 -2.614 -1.938
C -2.435 -2.164 -1.128
P 1.862 0.690 -1.378
C 1.704 1.390 -3.045
C 1.434 0.584 -4.148
C 1.204 1.157 -5.390
C 1.223 2.538 -5.535
C 1.517 3.345 -4.443
C 1.754 2.778 -3.202
C 3.580 0.945 -0.872
C 3.962 0.420 0.365
C 5.265 0.560 0.804
C 6.194 1.228 0.015
C 5.810 1.776 -1.199
C 4.503 1.646 -1.644
H 4.695 -0.188 -3.229
H 5.388 0.083 -5.612
H 3.847 -3.569 -6.651
H 3.063 -4.015 -4.323
H 0.098 -4.261 -1.362
H 0.594 -6.346 -0.167
H 1.177 -6.305 2.231
H 1.320 -4.146 3.435
H 0.869 -2.035 2.226
H 0.046 -1.987 -3.437
H -1.814 -2.716 -4.895
H -4.037 -3.166 -3.932
H -4.443 -2.806 -1.520
H -2.602 -1.984 -0.072
H 1.422 -0.492 -4.038
H 1.012 0.521 -6.244
H 1.017 2.983 -6.499
H 1.556 4.421 -4.553
H 1.994 3.406 -2.353
H 3.228 -0.084 0.983
H 5.563 0.159 1.763
H 7.218 1.327 0.349
H 6.529 2.311 -1.805
H 4.210 2.082 -2.590
I 0.038 3.916 -0.144
C -0.881 2.602 1.275
H -1.958 2.704 1.205
H -0.490 2.876 2.245
S 1.229 0.466 2.489
Sb -0.271 0.443 4.295
C -2.275 1.078 3.938
C -2.527 2.444 4.000
C -3.821 2.906 3.812
C -4.855 2.004 3.601
C -4.598 0.641 3.563
C -3.301 0.170 3.711
C -0.086 -1.509 5.125
C -1.163 -2.164 5.705
C -0.948 -3.378 6.344
C 0.330 -3.913 6.415
C 1.402 -3.245 5.837
C 1.197 -2.040 5.183
C 0.446 1.794 5.768
C -0.461 2.380 6.643
C 0.005 3.265 7.605
C 1.360 3.550 7.688
C 2.262 2.936 6.831
C 1.807 2.054 5.861
H -1.730 3.148 4.207
H -4.018 3.969 3.841
H -5.866 2.366 3.471
H -5.409 -0.063 3.426
H -3.101 -0.893 3.649
H -2.160 -1.742 5.678
H -1.781 -3.898 6.798
H 0.492 -4.852 6.927
H 2.402 -3.654 5.905
H 2.031 -1.520 4.725
H -1.519 2.155 6.588
H -0.693 3.724 8.293
H 1.715 4.253 8.430
H 3.322 3.134 6.916
H 2.506 1.583 5.180
C -5.581 2.759 -4.009
C -4.455 1.966 -4.678
C -4.636 0.464 -4.451
C -3.065 2.435 -4.203
N -2.671 1.920 -2.894
C -1.543 1.282 -2.590
N -1.586 0.976 -1.308
N -2.756 1.457 -0.838
N -3.409 2.014 -1.778
H -6.549 2.417 -4.375
H -5.491 3.822 -4.235
H -5.555 2.629 -2.930
H -4.479 2.172 -5.750
H -4.743 0.242 -3.388
H -3.791 -0.111 -4.840
H -5.541 0.121 -4.950
H -3.043 3.525 -4.159
H -2.294 2.095 -4.894
H -0.757 1.033 -3.282

=====

85
Properties=species:S:1:pos:R:3 method="wB97M-V/def2-TZVPD" e_above_lowest_ev=0.359 spin_multiplicity=2 orbital_gap_ev="6.5 / 6.1" molar_mass_g_mol=968.91
Re -0.337 -0.502 -0.320
C 3.796 1.054 1.268
C 2.681 1.080 2.266
N 2.924 1.475 3.485
C 1.913 1.487 4.386
C 0.636 1.101 4.104
C -0.406 1.200 5.184
O -0.976 -0.060 5.546
C 0.332 0.653 2.782
C -1.018 0.254 2.508
N -1.536 -0.103 1.367
C -2.962 -0.305 1.368
C -3.790 0.406 2.242
C -5.160 0.213 2.261
C -5.754 -0.688 1.389
C -4.961 -1.363 0.477
C -3.590 -1.156 0.464
I -2.475 -2.061 -1.064
C 1.371 0.649 1.841
O 1.282 0.230 0.619
H 4.604 1.694 1.617
H 3.459 1.360 0.278
H 4.181 0.037 1.160
H 2.168 1.844 5.378
H -1.246 1.819 4.861
H 0.037 1.685 6.057
H -0.257 -0.634 5.830
H -1.660 0.221 3.379
H -3.361 1.158 2.890
H -5.764 0.789 2.949
H -6.824 -0.842 1.397
H -5.407 -2.039 -0.240
O 1.394 1.082 -2.647
S 2.055 -0.195 -2.629
O 3.466 -0.228 -2.344
N 1.208 -1.203 -1.669
C 1.800 -2.426 -1.345
C 2.791 -3.079 -2.055
C 3.299 -4.323 -1.645
C 2.847 -4.954 -0.521
C 1.843 -4.328 0.246
C 1.323 -4.899 1.430
C 0.361 -4.247 2.143
C -0.095 -3.005 1.673
N 0.365 -2.446 0.578
C 1.326 -3.078 -0.161
C 1.836 -0.877 -4.257
C 0.579 -1.313 -4.651
C 0.400 -1.802 -5.935
C 1.474 -1.850 -6.816
C 2.726 -1.410 -6.414
C 2.914 -0.920 -5.128
H 3.210 -2.632 -2.941
H 4.073 -4.782 -2.246
H 3.242 -5.910 -0.207
H 1.705 -5.858 1.758
H -0.054 -4.661 3.051
H -0.862 -2.459 2.210
H -0.244 -1.272 -3.948
H -0.576 -2.147 -6.250
H 1.333 -2.235 -7.817
H 3.561 -1.449 -7.101
H 3.883 -0.580 -4.789
C -3.134 2.277 -1.111
C -1.603 2.339 -1.198
C -1.233 3.114 -2.482
C -1.116 0.912 -1.366
C -0.968 3.051 -0.012
C -1.708 3.616 1.021
C -1.087 4.344 2.032
C 0.287 4.518 2.024
C 1.038 3.943 1.006
C 0.419 3.212 0.005
H -3.525 1.728 -1.970
H -3.562 3.282 -1.135
H -3.477 1.776 -0.206
H -1.802 2.726 -3.330
H -0.174 3.009 -2.712
H -1.464 4.174 -2.361
H -1.397 0.592 -2.384
H -2.786 3.516 1.037
H -1.687 4.789 2.817
H 0.772 5.092 2.803
H 2.114 4.066 0.993
H 1.013 2.751 -0.776

=====

18
Properties=species:S:1:pos:R:3 method="wB97M-V/def2-TZVPD" charge=+3 spin_multiplicity=5 orbital_gap_ev="7.9 / 2.9" molar_mass_g_mol=283.18
O 4.413 -3.544 0.393
C 3.587 -2.836 0.684
Ru 0.015 0.053 -0.131
C -0.958 1.213 1.104
O -1.687 1.864 1.733
C -0.368 0.432 -1.983
O -0.754 0.645 -3.047
C -0.785 -1.755 0.102
O -1.385 -2.738 0.171
C 1.510 1.271 -0.159
O 2.306 2.099 -0.290
H 1.129 -0.978 -0.721
C -4.959 0.194 -1.038
C -3.543 0.073 -0.746
N -2.473 -0.147 -0.369
H -5.307 -0.664 -1.629
H -5.180 1.108 -1.604
H -5.547 0.219 -0.109

=====

43
Properties=species:S:1:pos:R:3 method="wB97M-V/def2-TZVPD" orbital_gap_ev=7.0 molar_mass_g_mol=527.12
O -5.494 -0.039 2.431
P -5.118 -0.261 0.811
O -4.620 -1.827 0.486
N -3.870 0.917 0.285
C -2.546 0.382 0.385
N -1.711 0.250 -0.748
C -1.671 1.524 -1.525
C -0.627 1.488 -2.699
C 0.772 2.134 -2.370
I 2.269 0.616 -2.730
N -2.145 0.015 1.572
C -0.846 -0.597 1.947
C 0.407 0.254 1.628
C 1.626 -0.485 1.327
C 2.886 0.140 1.049
C 2.955 1.588 1.049
C 1.751 2.320 1.359
C 0.477 1.696 1.645
H -4.785 0.402 2.934
H -4.316 -2.312 1.277
H -4.097 1.070 -0.703
H -1.983 -0.539 -1.337
H -1.468 2.412 -0.869
H -2.672 1.746 -2.001
H -1.066 2.104 -3.531
H -0.552 0.452 -3.108
H 0.980 3.041 -2.991
H 0.742 2.485 -1.314
H -2.813 0.136 2.332
H -0.715 -1.598 1.468
H -0.866 -0.783 3.053
H 1.584 -1.599 1.338
H 3.779 -0.483 0.847
H 3.923 2.072 0.819
H 1.788 3.434 1.345
H -0.424 2.301 1.876
F 5.054 -4.380 -2.000
P 4.069 -3.499 -1.052
F 2.836 -2.423 -1.086
F 4.920 -2.356 -1.849
F 4.204 -4.709 0.031
F 2.845 -4.361 -1.700
F 4.535 -2.728 0.318

=====

105
Properties=species:S:1:pos:R:3 method="wB97M-V/def2-TZVPD" e_above_lowest_ev=1.089 charge=+1 spin_multiplicity=2 orbital_gap_ev="7.9 / 5.0" molar_mass_g_mol=876.14
Cd -0.134 -0.842 -0.725
C -0.018 2.185 -3.080
C 1.237 1.393 -2.896
C 2.491 1.577 -3.496
C 3.234 0.483 -3.105
N 2.470 -0.287 -2.311
N 1.251 0.278 -2.171
B 2.827 -1.722 -1.779
N 1.813 -2.762 -2.303
C 2.030 -4.059 -2.597
C 0.824 -4.640 -2.914
C -0.118 -3.610 -2.771
C -1.588 -3.640 -3.039
N 0.484 -2.491 -2.384
N 2.751 -1.759 -0.223
C 3.703 -1.930 0.707
C 3.092 -2.141 1.926
C 1.721 -2.101 1.661
C 0.587 -2.384 2.583
N 1.520 -1.866 0.364
N 4.213 -2.037 -2.314
C 4.522 -2.474 -3.562
C 5.863 -2.276 -3.759
C 6.317 -1.677 -2.565
C 7.701 -1.233 -2.219
N 5.319 -1.522 -1.712
H 0.155 3.259 -2.969
H -0.792 1.860 -2.384
H -0.405 2.036 -4.089
H 2.792 2.364 -4.167
H 4.244 0.199 -3.348
H 3.020 -4.481 -2.558
H 0.647 -5.658 -3.216
H -1.967 -4.660 -2.999
H -1.801 -3.241 -4.032
H -2.136 -3.029 -2.322
H 4.739 -1.896 0.421
H 3.571 -2.341 2.869
H 0.855 -2.147 3.613
H 0.326 -3.443 2.537
H -0.295 -1.821 2.293
H 3.771 -2.880 -4.218
H 6.441 -2.537 -4.630
H 8.441 -1.796 -2.785
H 7.894 -1.376 -1.157
H 7.843 -0.175 -2.447
N 0.256 2.807 0.091
N 1.367 3.427 -0.207
C 2.645 2.822 -0.084
N 3.604 3.611 -0.605
S 2.854 1.392 0.653
H -0.567 3.392 0.204
H 0.274 1.952 0.714
H 1.264 4.295 -0.719
H 3.407 4.376 -1.229
H 4.537 3.235 -0.620
N -3.099 -4.011 1.198
N -2.223 -3.063 0.580
H -3.836 -4.306 0.565
H -3.540 -3.560 1.989
H -2.715 -2.384 0.006
H -1.593 -3.586 -0.017
N -9.140 3.122 -3.079
C -8.140 2.629 -2.800
C -6.888 2.019 -2.443
C -6.686 1.563 -1.142
C -5.479 0.986 -0.797
C -4.456 0.857 -1.741
C -4.675 1.308 -3.046
C -5.881 1.886 -3.396
C -3.194 0.280 -1.375
C -2.131 -0.215 -1.054
H -7.479 1.660 -0.413
H -5.320 0.617 0.207
H -3.891 1.195 -3.782
H -6.051 2.233 -4.406
C 1.418 0.856 4.239
N 0.447 1.808 3.702
C 0.737 3.197 4.006
P -0.885 1.192 2.960
O -0.593 0.517 1.655
N -1.557 0.117 4.008
C -2.562 -0.827 3.522
C -1.591 0.321 5.449
N -1.867 2.517 2.670
C -2.465 3.164 3.840
C -2.841 2.395 1.579
H 2.423 1.157 3.941
H 1.234 -0.139 3.836
H 1.377 0.811 5.331
H 1.774 3.412 3.735
H 0.622 3.414 5.073
H 0.088 3.861 3.442
H -2.504 -0.922 2.439
H -3.568 -0.499 3.802
H -2.387 -1.810 3.962
H -0.842 1.049 5.754
H -1.378 -0.622 5.957
H -2.572 0.673 5.782
H -1.795 3.133 4.696
H -3.404 2.677 4.123
H -2.678 4.210 3.615
H -2.439 1.803 0.757
H -3.113 3.392 1.223
H -3.760 1.906 1.920

=====

23
Properties=species:S:1:pos:R:3 method="wB97M-V/def2-TZVPD" e_above_lowest_ev=2.009 orbital_gap_ev=9.9 molar_mass_g_mol=122.21 smiles=Cc1ccccc1.CC
C -0.038 -1.271 -1.958
C -0.627 -0.222 -0.924
C -1.340 -0.211 0.293
C -1.723 0.989 0.917
C -1.448 2.252 0.402
C -0.459 2.306 -0.583
C 0.006 1.082 -1.119
H 0.366 -0.608 -2.750
H -0.814 -2.003 -2.220
H 0.866 -1.771 -1.610
H -1.482 -1.198 0.736
H -2.221 0.920 1.849
H -1.678 3.102 0.941
H 0.095 3.230 -0.649
H 0.845 1.052 -1.829
C 2.174 -1.603 2.070
C 2.012 -1.965 0.525
H 1.258 -1.262 2.390
H 2.571 -2.374 2.724
H 2.975 -0.773 2.190
H 3.016 -2.248 0.097
H 1.474 -2.894 0.447
H 1.385 -1.312 -0.055